This record from the OMol25 dataset describes a single C21H31N3O molecule. The level of theory is ωB97M-V/def2-TZVPD.

Geometry as XYZ:
```
56
Properties=species:S:1:pos:R:3
C 1.2381 1.5888 -6.9021
H 2.0141 2.3382 -7.0404
H 1.6002 0.6430 -7.2996
H 0.3637 1.8892 -7.4766
C 0.8814 1.4467 -5.4252
C -0.1760 0.3630 -5.2347
H -0.4216 0.2497 -4.1814
H -1.0854 0.6215 -5.7741
H 0.1849 -0.5928 -5.6088
H 1.7801 1.1643 -4.8674
C 0.3904 2.7925 -4.8665
C 0.1744 2.7329 -3.3937
N 1.1840 2.7640 -2.5385
N 0.6385 2.6711 -1.3273
C -0.7074 2.5684 -1.3688
C -1.0471 2.6062 -2.7031
H -2.0289 2.5548 -3.1278
C -1.5117 2.4636 -0.1186
N -0.8205 1.6330 0.8536
C -0.8216 0.2360 0.4483
C 0.0811 -0.5758 1.3704
H 0.0762 -1.6188 1.0505
H 1.0970 -0.1883 1.2692
C -0.3271 -0.4771 2.8455
C -0.5327 1.0053 3.1923
C -1.3978 1.7510 2.1809
H -1.4231 2.8111 2.4528
H -2.4253 1.3596 2.2066
H 0.4466 1.4885 3.2189
H -0.9838 1.0961 4.1822
C -1.5734 -1.3225 3.1616
O -2.7285 -0.8936 2.4716
H -3.4515 -1.4897 2.6917
H -1.7563 -1.2718 4.2462
H -1.3544 -2.3680 2.9012
C 0.8202 -1.0072 3.7471
C 1.1234 -2.4698 3.5852
C 1.9857 -2.9153 2.5899
C 2.2533 -4.2638 2.4339
C 1.6695 -5.1921 3.2783
C 0.8244 -4.7605 4.2861
C 0.5573 -3.4116 4.4375
H -0.0964 -3.0838 5.2336
H 0.3750 -5.4762 4.9591
H 1.8790 -6.2447 3.1583
H 2.9243 -4.5905 1.6528
H 2.4596 -2.1998 1.9344
H 1.7190 -0.4306 3.5192
H 0.5519 -0.8109 4.7880
H -0.4377 0.1724 -0.5738
H -1.8416 -0.1765 0.4617
H -2.5199 2.0832 -0.3606
H -1.6292 3.4640 0.3156
H 1.2080 2.6458 -0.4971
H -0.5437 3.0724 -5.3580
H 1.1416 3.5552 -5.0802
```

Output
relative energy (zero: lowest compared OMol25 entry of this formula, charge and spin): 32.8 kcal/mol
net charge: 0
HOMO level: -8.65 eV
structure (SMILES): CC(C)Cc1cc(CN2CCC(CO)(Cc3ccccc3)CC2)[nH]n1
lowest unoccupied orbital energy: 0.02125 Eh
Kohn-Sham gap: 9.225 eV


This record from the OMol25 dataset describes 5 unconnected molecules or ions with the total composition C21H31N5O7 in a non-equilibrium geometry. The level of theory is ωB97M-V/def2-TZVPD.

Geometry as XYZ:
```
64
Properties=species:S:1:pos:R:3
C 0.2095 -22.8046 17.4708
C -0.9455 -23.7192 17.6580
C -0.5751 -25.1989 18.1828
C 0.9274 -25.6801 18.3183
C 2.0195 -24.5858 18.1862
C 1.5361 -23.2870 17.7461
N 1.2374 -27.0932 18.6914
O 0.5230 -27.9913 18.2278
O 2.3365 -27.3658 19.1126
H -0.1447 -21.8396 17.2249
H -1.9126 -23.3480 17.4360
H -1.4139 -25.8753 18.2114
H 3.0151 -25.0018 18.1647
H 2.3356 -22.5316 17.4061
C 0.8841 -14.9095 15.8889
C 1.3574 -16.1168 14.8642
C 1.5328 -17.4527 15.5976
C 1.2830 -17.6139 17.1545
C 0.8031 -16.3590 17.9927
C 0.6671 -14.9992 17.2957
N 1.4512 -18.8890 17.8674
O 2.3211 -19.6658 17.2696
O 0.8519 -19.0516 18.9166
H 0.9364 -13.8942 15.5387
H 1.4710 -15.9838 13.7374
H 1.5276 -18.4500 15.0721
H 0.6221 -16.2441 19.0702
H 0.3004 -14.2952 17.9459
C -3.5602 -13.9366 23.3857
O -3.7336 -13.1068 22.6164
N -2.8719 -15.0963 22.9414
C -2.5729 -16.1854 23.9765
C -2.4499 -15.2456 21.5503
H -3.6739 -13.8877 24.5132
H -2.3272 -17.1381 23.1862
H -3.5482 -16.2934 24.3964
H -1.8480 -15.7666 24.7821
H -1.7321 -14.5164 21.3789
H -3.3731 -14.9140 20.7985
H -1.9060 -16.2459 21.3038
C -2.3957 -18.7166 18.7684
O -2.5219 -17.4934 18.8573
N -3.0948 -19.6124 19.5103
C -2.7567 -20.9585 19.3842
C -4.1489 -19.2113 20.4769
H -1.7272 -19.2032 17.7376
H -3.2658 -21.5242 20.0442
H -1.6854 -21.5346 19.3502
H -3.0997 -21.4443 18.2868
H -4.7677 -20.0276 20.6997
H -4.5174 -18.2875 19.9753
H -3.6229 -19.0521 21.4478
C -3.1468 -20.5423 14.9941
O -2.5010 -20.7850 16.0251
N -2.6090 -19.8740 13.9542
C -3.2340 -19.5249 12.6513
C -1.2209 -19.5022 14.0154
H -4.2773 -20.7275 14.8846
H -2.7961 -19.3787 11.9333
H -3.9851 -18.6309 12.7358
H -4.0607 -20.2080 12.5017
H -1.0428 -19.0441 14.9597
H -0.5983 -18.8767 13.2694
H -0.5949 -20.3932 13.9073
```

Output
relative energy (zero: lowest compared OMol25 entry of this formula, charge and spin): 284.1 kcal/mol
net charge: 0
HOMO level: -8.73 eV
structure (SMILES): O=[N+]([O-])c1ccccc1.O=[N+]([O-])c1ccccc1.CN(C)C=O.CN(C)C=O.CN(C)C=O
lowest unoccupied orbital energy: -0.04581 Eh
Kohn-Sham gap: 7.483 eV


This record from the OMol25 dataset describes a molecular structure, C21H31O4Re in a non-equilibrium geometry. The level of theory is ωB97M-V/def2-TZVPD.

Geometry as XYZ:
```
57
Properties=species:S:1:pos:R:3
O -0.3480 -0.1140 -5.0350
C -0.4918 1.0307 -6.0132
C 0.0025 0.2818 -7.2176
H 0.1969 1.8583 -5.7737
H -1.5453 1.3545 -6.0669
C -0.0248 -0.9158 -6.2298
H 1.0064 0.6319 -7.4863
H -0.7158 0.2779 -8.0454
C 1.3103 -1.6120 -6.1109
H 2.0610 -0.9627 -5.6553
H 1.6686 -1.8659 -7.1065
H 1.2182 -2.5269 -5.5276
C -1.2116 -1.8078 -6.5446
H -2.1199 -1.1975 -6.5612
H -1.3176 -2.5979 -5.7989
H -1.1083 -2.2496 -7.5404
Re -0.4441 -0.7232 -1.3390
C -2.1717 -1.1525 -0.0360
C -2.1088 0.2737 0.0124
C -2.3149 0.7746 -1.3013
H -1.9864 0.8603 0.9106
C -2.5052 -0.3354 -2.1930
C -2.4735 -1.5354 -1.3970
H -2.8264 -2.5017 -1.7195
H -2.1410 -1.8081 0.8261
H -2.3803 1.8081 -1.5825
H -2.7289 -0.2794 -3.2452
C 0.6912 -2.1259 -0.0958
C -0.1341 -2.8032 -1.0580
C 0.2908 -2.4101 -2.3809
H -0.8635 -3.5575 -0.8287
C 1.4311 -1.5402 -2.2129
C 1.6483 -1.3463 -0.8122
H 2.4682 -0.8054 -0.3669
H 0.6648 -2.2187 0.9827
H -0.0762 -2.7608 -3.3221
H 2.0581 -1.1567 -2.9943
O 2.6850 2.3378 -4.5996
C 1.8594 1.5388 -3.7562
C 0.5222 2.2368 -3.4888
H 2.3344 1.5172 -2.7502
H 1.7906 0.5108 -4.1589
C 0.7738 3.6925 -3.8831
H 0.2595 2.1162 -2.4394
H -0.2833 1.8089 -4.0661
C 2.0252 3.6354 -4.7606
H 0.9946 4.2308 -2.9572
H -0.0773 4.1327 -4.4125
H 2.7658 4.4017 -4.5288
H 1.7816 3.7316 -5.8273
C 1.4188 2.1806 1.1985
C 1.3801 1.8137 -0.2584
O 2.2651 2.2410 -1.0060
O 0.3959 1.0612 -0.7065
H 2.3459 1.7712 1.6277
H 0.5717 1.8449 1.8056
H 1.4646 3.2753 1.2443
```

Output
relative energy (zero: lowest compared OMol25 entry of this formula, charge and spin): 46.9 kcal/mol
net charge: +1
HOMO level (alpha / beta): -8.63 / -10.52 eV
multiplicity: 4
<S²>: 3.7680
lowest unoccupied orbital energy (alpha / beta): -0.06559 / -0.26721 Eh
Kohn-Sham gap (alpha / beta): 6.846 / 3.252 eV